# 1
Here is a 3-piece molecular cluster, C4H14N2O4 overall at a distorted geometry from OMol25. Energies are from the ωB97M-V functional and the def2-TZVPD basis.

Bonds (Å) are listed after each position.
CARTESIAN COORDINATES (ANGSTROEM)
1 O 1.45 -2.34 -0.27  C2 1.221
2 C 0.60 -1.51 0.01  O1 1.221, N3 1.349, C5 1.545
3 N -0.33 -1.65 0.98  C2 1.349, C4 1.451, H9 1.007
4 C -1.44 -0.80 1.37  N3 1.451, H10 1.100, H11 1.093, H12 1.083
5 C 0.53 -0.18 -0.78  C2 1.545, N6 1.453, H13 1.092, H14 1.104
6 N 1.70 0.66 -0.64  C5 1.453, C7 1.421, H15 1.013
7 C 2.90 0.32 -1.30  N6 1.421, O8 1.463, H16 1.097, H17 1.087
8 O 3.78 -0.56 -0.52  C7 1.463, H18 0.977
9 H -0.37 -2.49 1.54  N3 1.007
10 H -2.41 -1.29 1.23  C4 1.100
11 H -1.26 -0.40 2.37  C4 1.093
12 H -1.72 0.08 0.81  C4 1.083
13 H -0.35 0.44 -0.57  C5 1.092
14 H 0.24 -0.33 -1.84  C5 1.104
15 H 1.90 0.91 0.32  N6 1.013
16 H 2.81 -0.27 -2.22  C7 1.097
17 H 3.53 1.19 -1.45  C7 1.087
18 H 3.29 -1.40 -0.40  O8 0.977
19 H -0.71 3.09 0.11  O21 0.986
20 H -1.52 2.69 1.50  O21 0.979
21 O -1.43 2.56 0.53  H19 0.986, H20 0.979
22 H -3.41 0.93 0.27  O24 0.962
23 H -3.69 -0.01 -0.93  O24 0.974
24 O -4.09 0.37 -0.13  H22 0.962, H23 0.974

HOMO level (alpha / beta) in eV: 0.47 / -6.01
ΔE to the lowest compared entry with this formula, charge and spin in eV: 0.000
F_max in Eh/bohr: 0.0388
Expectation value of S²: 0.7504
LUMO level (alpha / beta) in Eh: 0.124 / 0.119
Total charge: -1
Multiplicity: 2



# 2
Here is a 3-piece molecular cluster, C4H14N2O4 overall at a distorted geometry from OMol25. Energies are from the ωB97M-V functional and the def2-TZVPD basis.

Bonds (Å) are listed after each position.
CARTESIAN COORDINATES (ANGSTROEM)
1 O 0.29 1.36 1.63  C2 1.227
2 C 0.60 0.81 0.58  O1 1.227, N3 1.353, C6 1.505
3 N -0.09 1.01 -0.57  C2 1.353, C4 1.466, H9 1.006
4 C -1.17 2.00 -0.54  N3 1.466, N5 1.481, H10 1.089, H11 1.081
5 N -2.17 1.59 -1.56  C4 1.481, H12 1.002, H13 1.004
6 C 1.87 0.00 0.49  C2 1.505, C7 1.545, H14 1.089, H15 1.090
7 C 1.73 -1.53 0.33  C6 1.545, O8 1.462, H16 1.087, H17 1.084
8 O 2.27 -1.76 -1.01  C7 1.462, H18 0.957
9 H 0.10 0.54 -1.44  N3 1.006
10 H -0.79 2.93 -0.97  C4 1.089
11 H -1.51 2.02 0.48  C4 1.081
12 H -1.88 0.78 -2.06  N5 1.002
13 H -3.11 1.58 -1.22  N5 1.004
14 H 2.52 0.46 -0.26  C6 1.089
15 H 2.44 0.17 1.40  C6 1.090
16 H 0.69 -1.80 0.21  C7 1.087
17 H 2.32 -2.12 1.02  C7 1.084
18 H 2.93 -2.44 -1.14  O8 0.957
19 H -1.32 -1.22 2.85  O21 0.954
20 H -2.33 -0.01 2.78  O21 0.954
21 O -2.20 -0.91 3.07  H19 0.954, H20 0.954
22 H -1.45 -1.51 -2.34  O24 0.972
23 H -0.23 -2.07 -2.78  O24 0.969
24 O -0.53 -1.56 -2.02  H22 0.972, H23 0.969

HOMO level in eV: -9.39
ΔE to the lowest compared entry with this formula, charge and spin in eV: 1.470
SMILES string: NCNC(=O)CCO.O.O
F_max in Eh/bohr: 0.0565
LUMO level in Eh: 0.010



# 3
Here is a 4-piece molecular cluster, C4H14N2O5 overall at a distorted geometry from OMol25. Energies are from the ωB97M-V functional and the def2-TZVPD basis.

Bonds (Å) are listed after each position.
CARTESIAN COORDINATES (ANGSTROEM)
1 C -0.73 -0.07 -1.66  C2 1.549, N5 1.481, H9 1.115, H10 1.088
2 C 0.48 0.55 -2.40  C1 1.549, C3 1.542, H11 1.094, H12 1.075
3 C 1.45 1.13 -1.35  C2 1.542, O4 1.198, H13 1.125
4 O 2.60 0.80 -1.35  C3 1.198
5 N -0.37 -1.26 -0.86  C1 1.481, C6 1.459, H14 1.014
6 C -1.36 -1.79 0.08  N5 1.459, N7 1.354, O8 1.205
7 N -2.28 -0.92 0.55  C6 1.354, H15 1.022, H16 1.004
8 O -1.36 -2.98 0.29  C6 1.205
9 H -1.15 0.64 -0.91  C1 1.115
10 H -1.48 -0.20 -2.44  C1 1.088
11 H 0.23 1.27 -3.18  C2 1.094
12 H 1.07 -0.19 -2.93  C2 1.075
13 H 0.96 1.79 -0.59  C3 1.125
14 H 0.07 -1.96 -1.45  N5 1.014
15 H -2.12 0.09 0.57  N7 1.022
16 H -3.12 -1.18 1.04  N7 1.004
17 H 1.51 1.94 2.48  O19 0.966
18 H 2.12 0.62 2.09  O19 0.968
19 O 1.42 1.23 1.83  H17 0.966, H18 0.968
20 H 1.20 -1.45 2.59  O22 0.959
21 H 1.27 -1.77 1.05  O22 0.963
22 O 1.75 -1.41 1.80  H20 0.959, H21 0.963
23 H -0.92 2.44 1.53  O25 0.966
24 H -0.16 1.18 1.48  O25 1.023
25 O -1.09 1.51 1.74  H23 0.966, H24 1.023

HOMO level in eV: -9.56
ΔE to the lowest compared entry with this formula, charge and spin in eV: 0.912
SMILES string: NC(=O)NCCC=O.O.O.O
F_max in Eh/bohr: 0.0419
LUMO level in Eh: 0.013



Record order is preserved below.
E_tot: -15544.060 -15544.500 -17592.888 eV